8
Properties=species:S:1:pos:R:3 method="wB97M-V/def2-TZVPD" lumo_energy_ev="-3.7372 / -3.7363" e_homo_ev="-9.98 / -10.00" energy_ha=-316.2073 max_force_ev_per_a=2.48
N 0.250 -0.884 -0.092
N 0.057 0.658 1.592
N 0.113 0.327 0.187
O 0.197 1.200 -0.665
O 0.430 -1.350 -2.698
H 0.122 -0.060 2.313
H -0.668 1.382 1.797
H -0.501 -1.273 -2.433



147
Properties=species:S:1:pos:R:3 method="wB97M-V/def2-TZVPD" lumo_energy_ev=1.2968 e_homo_ev=-4.78 charge=-1 energy_ha=-16483.2925 max_force_ev_per_a=2.88
C 1.145 -4.827 2.746
C 1.254 -3.545 2.909
In -0.532 -2.297 3.326
C -1.427 -1.321 1.497
C -2.170 -2.412 0.736
F -1.333 -3.057 -0.171
C -0.073 -0.657 4.858
F -0.986 0.346 4.827
F 1.128 -0.078 4.487
C 0.196 -1.087 6.305
F 0.555 -0.003 7.033
F 1.193 -1.932 6.269
C -0.995 -1.686 7.043
F -2.019 -0.850 6.994
F -1.377 -2.827 6.538
C -0.703 -1.920 8.579
F -1.375 -2.984 8.979
F 0.557 -2.142 8.830
F -1.127 -0.928 9.305
H 0.163 -5.273 2.707
H 2.034 -5.440 2.663
H 2.239 -3.092 2.854
H -1.821 -3.401 3.912
H -2.190 -0.651 1.877
H -0.689 -0.832 0.874
H -3.084 -2.029 0.281
H -2.467 -3.166 1.463
Cl 1.518 2.884 1.774
C 2.195 1.234 1.803
C 2.795 0.824 0.483
Cl 1.562 0.596 -0.783
H 1.401 0.556 2.111
H 2.967 1.228 2.573
H 3.306 -0.130 0.600
H 3.512 1.559 0.124
Cl -1.115 -1.935 -4.937
C -1.085 -3.157 -3.629
C -2.335 -4.000 -3.614
Cl -3.760 -3.053 -3.125
H -0.950 -2.634 -2.685
H -0.218 -3.786 -3.802
H -2.220 -4.804 -2.889
H -2.538 -4.440 -4.588
Cl -4.629 1.899 1.488
C -3.340 2.874 2.245
C -2.256 3.248 1.265
Cl -1.298 1.846 0.752
H -2.940 2.307 3.083
H -3.813 3.777 2.633
H -1.562 3.946 1.737
H -2.669 3.718 0.372
Cl -4.137 5.035 -0.746
C -4.411 5.728 -2.366
C -3.315 5.367 -3.334
Cl -1.768 6.161 -2.936
H -4.515 6.805 -2.257
H -5.360 5.329 -2.723
H -3.597 5.694 -4.334
H -3.146 4.292 -3.356
Cl 1.149 -4.400 -6.022
C 0.889 -3.445 -7.502
C 2.076 -3.498 -8.431
Cl 3.489 -2.639 -7.766
H 0.658 -2.426 -7.203
H 0.015 -3.864 -7.999
H 1.824 -3.012 -9.372
H 2.373 -4.522 -8.640
Cl 1.997 2.574 5.258
C 3.259 3.523 6.069
C 4.369 3.911 5.124
Cl 5.333 2.500 4.607
H 3.637 2.939 6.906
H 2.783 4.420 6.463
H 5.054 4.598 5.620
H 3.979 4.396 4.232
Cl 7.361 -1.560 6.983
C 6.431 -0.051 7.188
C 7.283 1.177 6.999
Cl 8.474 1.383 8.312
H 5.973 -0.072 8.174
H 5.639 -0.063 6.440
H 6.651 2.063 7.000
H 7.825 1.143 6.057
Cl -2.587 -3.095 14.314
C -1.611 -2.477 12.953
C -0.915 -3.581 12.201
Cl 0.374 -4.346 13.168
H -0.900 -1.757 13.350
H -2.294 -1.955 12.284
H -0.444 -3.175 11.310
H -1.612 -4.358 11.896
Cl 5.204 -3.740 3.211
C 5.850 -4.248 4.789
C 5.965 -5.744 4.920
Cl 4.372 -6.541 4.994
H 5.209 -3.826 5.559
H 6.837 -3.795 4.879
H 6.486 -5.993 5.842
H 6.517 -6.175 4.090
Cl -4.844 5.586 -6.602
C -3.745 6.084 -7.917
C -3.219 4.891 -8.672
Cl -2.108 3.907 -7.691
H -2.943 6.676 -7.483
H -4.319 6.722 -8.588
H -2.663 5.222 -9.548
H -4.029 4.247 -9.006
Cl -6.906 8.196 -0.999
C -6.191 9.780 -0.608
C -4.833 9.645 0.034
Cl -4.931 8.946 1.668
H -6.886 10.312 0.036
H -6.103 10.327 -1.546
H -4.377 10.628 0.135
H -4.171 9.018 -0.561
Cl 8.581 -8.692 3.148
C 9.627 -7.311 2.737
C 10.321 -6.745 3.950
Cl 9.177 -5.947 5.058
H 9.014 -6.560 2.244
H 10.369 -7.672 2.026
H 11.045 -5.992 3.642
H 10.845 -7.517 4.507
Cl -4.474 1.594 -9.761
C -6.072 1.977 -10.444
C -5.981 2.434 -11.876
Cl -5.207 4.038 -12.023
H -6.539 2.731 -9.814
H -6.666 1.066 -10.384
H -6.982 2.527 -12.296
H -5.417 1.737 -12.482
Cl -6.265 -0.593 -12.773
C -5.488 -2.196 -12.722
C -4.678 -2.394 -11.465
Cl -3.228 -1.360 -11.424
H -4.872 -2.298 -13.612
H -6.286 -2.936 -12.769
H -4.333 -3.426 -11.416
H -5.265 -2.185 -10.574
Cl -0.202 2.174 -5.795
C 0.520 0.543 -5.754
C 1.332 0.312 -4.507
Cl 2.819 1.296 -4.480
H 1.122 0.420 -6.651
H -0.304 -0.168 -5.790
H 1.641 -0.731 -4.458
H 0.764 0.542 -3.611



8
Properties=species:S:1:pos:R:3 method="wB97M-V/def2-TZVPD" lumo_energy_ev=0.0090 e_homo_ev=-11.97 energy_ha=-518.8039 max_force_ev_per_a=4.64
O -1.513 -0.770 1.098
N -0.655 0.037 0.964
O -0.413 0.991 1.614
C 0.186 0.045 -0.332
O 0.865 -1.026 -0.483
F -0.799 0.309 -1.340
F 0.912 1.186 -0.304
H 1.419 -0.771 -1.218



4
Properties=species:S:1:pos:R:3 method="wB97M-V/def2-TZVPD" lumo_energy_ev=-1.8351 e_homo_ev=-9.15 energy_ha=-1392.0696 max_force_ev_per_a=7.95
O -0.801 0.081 1.226
V -0.129 -0.806 0.047
O 1.476 -0.185 -0.012
I -0.545 0.910 -1.261



34
Properties=species:S:1:pos:R:3 method="wB97M-V/def2-TZVPD" lumo_energy_ev="1.1059 / 0.6963" e_homo_ev="-5.89 / -5.86" charge=-1 multiplicity=2 energy_ha=-3302.6569 max_force_ev_per_a=0.42
Mn 0.373 0.694 -0.544
O 2.086 -0.292 5.105
C 1.625 -0.076 3.849
C 0.802 -0.996 3.202
C 0.393 -0.694 1.924
N 0.765 0.433 1.350
C 1.550 1.323 1.943
C 2.002 1.114 3.223
C 1.796 2.512 1.033
O 2.509 3.432 1.365
O 1.114 2.409 -0.075
C -0.513 -1.485 0.999
O -0.980 -2.553 1.317
O -0.752 -0.821 -0.098
H 1.800 -1.164 5.402
H 0.495 -1.929 3.658
H 2.645 1.834 3.708
S -1.431 1.839 -0.851
C -2.214 0.873 -2.045
C -3.602 0.934 -2.273
C -4.168 0.188 -3.276
C -3.371 -0.647 -4.078
C -2.018 -0.721 -3.869
C -1.415 0.048 -2.856
S 0.290 0.035 -2.603
H -4.210 1.569 -1.641
H -5.237 0.233 -3.443
H -3.831 -1.240 -4.859
H -1.395 -1.371 -4.471
F 4.005 -1.540 -1.068
B 3.010 -1.142 -0.203
F 2.401 0.094 -0.765
F 3.498 -0.816 1.056
F 1.980 -2.077 -0.114



5
Properties=species:S:1:pos:R:3 method="wB97M-V/def2-TZVPD" lumo_energy_ev="-1.9512 / -6.3728" e_homo_ev="-10.16 / -10.13" multiplicity=2 energy_ha=-1879.1785 max_force_ev_per_a=3.51
Y -0.119 0.549 0.428
Cl 1.191 -0.947 2.284
Cl -1.817 -1.728 0.145
Cl -1.268 1.964 -1.641
Cl 2.012 0.163 -1.216



15
Properties=species:S:1:pos:R:3 method="wB97M-V/def2-TZVPD" lumo_energy_ev="0.4490 / 0.4487" e_homo_ev="-7.98 / -7.98" energy_ha=-664.7676 max_force_ev_per_a=4.36
C -0.802 0.057 -0.292
C -0.745 -0.992 0.851
C -2.096 0.192 -0.904
C 2.684 0.751 0.359
N 0.240 0.682 -0.564
N 1.732 -0.275 0.172
S 0.934 -0.900 1.528
H -1.536 -0.814 1.572
H -0.916 -1.995 0.279
H -1.996 -0.610 -1.666
H -2.267 1.228 -1.304
H -2.754 -0.117 -0.050
H 3.729 0.285 0.464
H 2.531 1.240 -0.614
H 2.581 1.593 1.150



2
Properties=species:S:1:pos:R:3 method="wB97M-V/def2-TZVPD" lumo_energy_ev=-9.5155 e_homo_ev=-16.13 charge=+1 energy_ha=-2588.3914 max_force_ev_per_a=3.92
Be 1.120 -0.232 -0.280
Br -1.120 0.232 0.280



17
Properties=species:S:1:pos:R:3 method="wB97M-V/def2-TZVPD" lumo_energy_ev=-0.2069 e_homo_ev=-9.56 energy_ha=-418.1343 max_force_ev_per_a=6.72
C -0.872 -2.077 0.456
C -0.876 -0.603 0.159
C -2.215 -0.131 -0.151
N -3.289 0.129 -0.298
C 0.129 0.365 -0.191
C -0.306 1.751 -0.386
C 1.477 -0.261 -0.064
N 2.434 0.685 0.043
O 1.714 -1.454 0.017
H -0.466 -2.481 -0.434
H -0.057 -2.309 1.070
H -1.850 -2.385 0.645
H 0.446 2.455 0.061
H -1.229 2.057 0.129
H -0.537 2.061 -1.427
H 2.075 1.682 0.220
H 3.422 0.516 0.152



93
Properties=species:S:1:pos:R:3 method="wB97M-V/def2-TZVPD" lumo_energy_ev="-6.9175 / -7.1510" e_homo_ev="-11.39 / -11.38" charge=+1 multiplicity=5 energy_ha=-3352.5353 max_force_ev_per_a=4.29
Fe -3.170 -2.723 -1.985
C 0.073 -0.876 -1.981
C -0.791 -0.920 -0.722
C -0.563 0.273 0.190
O -2.096 -1.311 -1.066
H 1.084 -0.546 -1.744
H -0.285 -0.087 -2.654
H 0.023 -1.785 -2.580
H -0.281 -1.690 -0.135
H -0.810 1.261 -0.214
H 0.436 0.507 0.567
H -1.133 0.203 1.119
C -2.295 2.534 3.946
O -1.612 3.391 3.396
N -2.688 2.660 5.245
N -2.706 1.374 3.384
H -2.343 3.481 5.711
H -3.058 1.867 5.733
H -3.312 0.779 3.915
H -2.502 1.215 2.416
C 4.966 -2.070 -2.757
O 4.975 -2.288 -3.964
N 3.873 -1.649 -2.062
N 6.072 -2.102 -1.976
H 3.846 -1.531 -1.068
H 3.071 -1.486 -2.644
H 5.981 -1.757 -1.039
H 6.988 -2.349 -2.300
C 0.888 -0.693 4.041
O 1.849 0.077 3.970
N 1.061 -1.971 4.451
N -0.408 -0.371 3.785
H 0.268 -2.583 4.340
H 1.949 -2.388 4.653
H -0.493 0.578 3.471
H -1.146 -1.030 3.977
C -3.648 2.278 -1.528
O -4.410 3.237 -1.588
N -3.058 1.673 -2.566
N -3.360 1.659 -0.352
H -2.622 0.781 -2.419
H -3.302 1.969 -3.496
H -4.112 1.895 0.281
H -2.782 0.843 -0.279
C 0.793 -4.387 1.917
O 1.233 -5.032 2.842
N 1.205 -3.107 1.637
N -0.324 -4.737 1.168
H 0.705 -2.536 0.995
H 1.932 -2.765 2.245
H -0.628 -4.156 0.408
H -0.571 -5.698 1.341
C -2.828 -3.122 3.093
O -2.002 -2.656 3.860
N -3.785 -4.028 3.435
N -2.939 -2.744 1.785
H -4.471 -4.344 2.782
H -3.645 -4.458 4.336
H -2.378 -1.968 1.471
H -3.698 -3.047 1.209
C -2.377 -0.480 -5.526
C -2.938 -1.870 -5.221
O -2.452 -2.337 -3.935
H -3.084 -0.022 -6.224
H -1.387 -0.393 -5.970
H -2.416 0.238 -4.707
H -2.823 -2.548 -6.066
H -4.021 -1.743 -5.175
H -1.864 -3.076 -4.153
C 1.408 4.309 -2.538
C 2.735 3.685 -2.970
C 3.090 2.465 -2.190
O 2.650 3.434 -4.373
H 1.388 5.280 -3.030
H 1.476 4.419 -1.452
H 0.529 3.702 -2.745
H 3.569 4.387 -2.892
H 3.188 2.665 -1.123
H 4.057 2.087 -2.539
H 2.455 1.579 -2.309
H 2.632 2.487 -4.538
C 1.069 3.015 1.583
C 2.277 2.217 1.106
C 3.504 2.749 1.856
O 2.111 0.848 1.478
H 0.904 2.899 2.654
H 0.175 2.537 1.165
H 1.019 4.043 1.227
H 2.371 2.358 0.028
H 4.442 2.258 1.593
H 3.365 2.641 2.933
H 3.626 3.807 1.614
H 2.307 0.818 2.444



106
Properties=species:S:1:pos:R:3 method="wB97M-V/def2-TZVPD" lumo_energy_ev=-0.7701 e_homo_ev=-7.95 energy_ha=-2682.9326 max_force_ev_per_a=1.70
Zr 0.163 -0.211 -0.262
C 1.384 -2.796 3.949
C 1.608 -2.888 2.432
C 1.602 -4.359 2.007
C 2.905 -2.189 2.042
C 4.093 -2.869 2.298
C 5.321 -2.294 2.045
C 5.363 -1.022 1.509
C 4.210 -0.290 1.225
C 4.497 1.062 0.557
C 4.154 1.031 -0.930
C 3.917 2.315 1.220
C 2.952 -0.883 1.507
N 1.716 -0.137 1.364
C 1.385 0.592 2.496
C 2.066 0.664 3.722
C 1.610 1.480 4.749
C 0.469 2.265 4.621
C -0.239 2.215 3.429
C 0.248 1.382 2.466
F -0.452 1.283 1.249
H 0.458 -3.305 4.237
H 1.328 -1.761 4.289
H 2.214 -3.277 4.475
H 0.785 -2.386 1.935
H 2.378 -4.925 2.525
H 1.762 -4.464 0.931
H 0.654 -4.830 2.269
H 4.060 -3.860 2.731
H 6.238 -2.835 2.250
H 6.326 -0.574 1.290
H 5.581 1.170 0.621
H 3.087 0.964 -1.066
H 4.611 0.167 -1.421
H 4.505 1.938 -1.431
H 2.839 2.394 1.082
H 4.373 3.199 0.765
H 4.129 2.337 2.290
H 2.969 0.081 3.853
H 2.171 1.505 5.676
H 0.137 2.907 5.427
H -1.140 2.794 3.258
O 1.444 0.010 -1.968
C 1.396 -1.263 -1.974
O 1.453 -1.865 -0.859
C 0.717 -1.963 -3.091
C 1.218 -2.516 -4.229
C 0.335 -3.190 -5.064
C -0.985 -3.342 -4.728
C -1.494 -2.748 -3.583
C -0.670 -1.969 -2.740
O -1.030 -1.300 -1.671
N -2.904 -3.041 -3.283
O -3.480 -2.355 -2.465
O -3.402 -4.012 -3.826
N 0.835 -3.779 -6.313
O 2.006 -3.590 -6.590
O 0.054 -4.414 -6.995
H 2.268 -2.464 -4.482
H -1.638 -3.925 -5.359
C -1.469 -3.580 0.392
C -2.355 -2.392 0.679
O -1.626 -1.201 1.125
C -2.338 -0.573 2.220
C -1.899 -1.145 3.545
H -2.020 -4.281 -0.239
H -1.196 -4.091 1.312
H -0.559 -3.306 -0.131
H -3.043 -2.655 1.479
H -2.929 -2.105 -0.191
H -3.405 -0.712 2.056
H -2.149 0.489 2.181
H -2.072 -2.224 3.590
H -2.469 -0.672 4.350
H -0.838 -0.952 3.716
C -0.761 1.522 -3.561
Si -0.928 1.898 -1.716
C -2.841 2.099 -1.424
C -3.199 2.555 -0.002
C -3.471 3.078 -2.419
C -3.486 0.724 -1.638
C 0.013 3.574 -1.503
C -0.298 4.309 -0.192
C -0.241 4.532 -2.673
C 1.506 3.220 -1.484
H -1.235 2.297 -4.168
H -1.228 0.563 -3.815
H 0.293 1.460 -3.845
H -2.869 3.572 0.207
H -2.767 1.897 0.757
H -4.291 2.530 0.126
H -3.128 4.103 -2.260
H -4.563 3.074 -2.289
H -3.262 2.801 -3.456
H -3.084 -0.028 -0.956
H -3.334 0.351 -2.654
H -4.571 0.787 -1.467
H -1.309 4.720 -0.184
H 0.395 5.154 -0.073
H -0.179 3.665 0.685
H -1.294 4.800 -2.772
H 0.091 4.105 -3.624
H 0.323 5.461 -2.512
H 1.765 2.698 -0.558
H 2.116 4.134 -1.527
H 1.798 2.581 -2.324



Repeat the seventh record exactly.
15
Properties=species:S:1:pos:R:3 method="wB97M-V/def2-TZVPD" lumo_energy_ev="0.4490 / 0.4487" e_homo_ev="-7.98 / -7.98" energy_ha=-664.7676 max_force_ev_per_a=4.36
C -0.802 0.057 -0.292
C -0.745 -0.992 0.851
C -2.096 0.192 -0.904
C 2.684 0.751 0.359
N 0.240 0.682 -0.564
N 1.732 -0.275 0.172
S 0.934 -0.900 1.528
H -1.536 -0.814 1.572
H -0.916 -1.995 0.279
H -1.996 -0.610 -1.666
H -2.267 1.228 -1.304
H -2.754 -0.117 -0.050
H 3.729 0.285 0.464
H 2.531 1.240 -0.614
H 2.581 1.593 1.150